[1]
The following is a DFT calculation (the ωB97M-V functional and the def2-TZVPD basis) of a molecular structure, C28H51N5O5S at a distorted geometry.

Calculated values
HOMO energy = -0.2871 hartree
Strongest force on any atom = 2.009 eV/Å
Gap between HOMO and LUMO = 7.1 eV

Structure (ORCA input):
```
! RIJCOSX wB97M-V def2-TZVPD def2/J DEFGRID3
* xyz 0 1
C 1.71902 -4.56838 -1.22082
C 2.51325 -3.57487 -0.71385
C 2.52008 -2.10622 -1.21615
C 1.07068 -1.62334 -1.35444
C 0.34822 -1.26535 -0.24297
N 0.93547 -1.34216 1.04193
C 1.60935 -0.10868 1.51853
C 2.09427 0.88892 0.43130
C 3.14355 1.84424 1.12591
C -1.06131 -0.84875 -0.39786
N -1.94354 -0.50706 0.70066
C -1.43876 0.48643 1.59933
C -1.17967 1.93766 1.20445
O -1.25114 0.17163 2.75886
C -2.46415 -1.68802 1.40472
C -4.00442 -1.79190 1.43798
O -1.79524 -2.55197 1.89611
C -1.61727 -0.82389 -1.66975
C -3.09130 -0.44815 -1.90312
C -3.19468 0.98068 -2.54881
C -3.29287 2.06470 -1.44357
N -3.90794 3.31673 -1.99256
C -0.85890 -1.15942 -2.83972
N -1.31147 -1.13612 -4.09881
S -0.02726 -1.62339 -4.97358
N 1.12396 -1.86760 -3.84876
C 0.53108 -1.57645 -2.67936
H 1.87833 -4.92127 -2.24556
H 0.97785 -5.02259 -0.54651
H 3.18042 -3.84738 0.12656
H 3.08258 -1.54147 -0.46054
H 3.06872 -2.02675 -2.17263
H 1.54793 -2.14704 1.09641
H 1.02587 0.46327 2.25673
H 2.51784 -0.44128 2.05280
H 2.63286 0.42380 -0.40223
H 1.29678 1.55086 0.06345
H 3.56780 1.40503 2.04246
H 4.00297 1.98462 0.44227
H 2.74378 2.84882 1.32057
H -0.68815 2.06808 0.23364
H -0.63094 2.40583 2.03417
H -2.15277 2.46187 1.16303
H -4.29347 -2.68118 2.00759
H -4.35166 -1.91311 0.39922
H -4.42373 -0.86046 1.85583
H -3.66178 -0.47115 -0.96478
H -3.58328 -1.18298 -2.56586
H -4.08114 1.01614 -3.19661
H -2.26033 1.14367 -3.10862
H -3.83703 1.71675 -0.55228
H -2.25371 2.34019 -1.20744
H -3.23893 4.06603 -1.86177
H -4.73747 3.50499 -1.43936
C -1.30840 -4.47747 -3.14016
C -0.79374 -5.66100 -3.95071
C -1.94134 -6.52542 -4.45073
O 0.08264 -6.45375 -3.15207
H -1.85978 -4.82050 -2.25881
H -0.48152 -3.86904 -2.77779
H -1.96829 -3.84959 -3.74220
H -0.21049 -5.29745 -4.79899
H -2.51027 -6.93600 -3.61152
H -1.56086 -7.37292 -5.02314
H -2.62106 -5.95284 -5.08475
H -0.42013 -6.78255 -2.39881
C 3.89250 6.88343 -1.09616
C 3.73547 5.42840 -0.68198
C 3.40234 4.54671 -1.87623
O 2.70304 5.31733 0.29719
H 2.96247 7.26572 -1.52677
H 4.12188 7.50505 -0.22944
H 4.69036 7.00157 -1.83143
H 4.65706 5.07890 -0.21369
H 2.45620 4.85363 -2.33195
H 3.28357 3.50775 -1.56329
H 4.18536 4.59529 -2.63502
H 1.88099 5.62282 -0.10145
C 0.03167 0.41117 7.49552
C 0.65181 1.48006 6.60815
C -0.32182 2.62209 6.35714
O 1.04170 0.90308 5.36535
H -0.85290 -0.02090 7.01934
H 0.73646 -0.40529 7.65964
H -0.25983 0.82110 8.46466
H 1.55776 1.86688 7.07839
H -1.21758 2.26007 5.84436
H 0.13231 3.37662 5.71244
H -0.62409 3.09795 7.29224
H 0.24811 0.55649 4.93638
*
```



[2]
The following is a DFT calculation (the ωB97M-V functional and the def2-TZVPD basis) of 12 unconnected molecules or ions with the total composition C38H107N7O12 at a distorted geometry.

Calculated values
HOMO energy = -0.3189 hartree
Strongest force on any atom = 1.689 eV/Å
Energy relative to the best compared isomer or geometry (same formula, charge and spin) = 180.1 kJ/mol
Gap between HOMO and LUMO = 9.0 eV

Structure (ORCA input):
```
! RIJCOSX wB97M-V def2-TZVPD def2/J DEFGRID3
* xyz 0 1
C -0.73264 4.97441 -3.18454
C -1.94196 5.66471 -2.51572
C -1.48870 6.34312 -1.23660
O -0.85599 5.40732 -0.39043
C -0.47487 5.96487 0.84281
N -2.46914 6.69640 -3.42409
H -0.98653 4.15814 -3.86633
H -0.08739 4.49473 -2.44384
H -0.19286 5.67851 -3.81927
H -2.64907 4.86868 -2.27870
H -2.29409 6.90594 -0.74829
H -0.74723 7.12780 -1.46876
H 0.25855 6.76616 0.70144
H -0.03293 5.15679 1.42520
H -1.35021 6.32591 1.39486
H -2.74400 6.27372 -4.30425
H -1.67859 7.29005 -3.65225
C -5.36910 -5.71142 0.79500
C -5.07525 -4.33317 0.22222
C -3.58811 -3.97817 0.32083
O -3.45992 -2.61241 -0.05565
C -2.13925 -2.18411 -0.17319
N -5.47415 -4.32003 -1.18320
H -4.79888 -6.50452 0.30181
H -6.42533 -5.96321 0.83946
H -5.00258 -5.77409 1.82823
H -5.61965 -3.61968 0.84906
H -2.98503 -4.56635 -0.38094
H -3.21289 -4.08371 1.34766
H -1.58948 -2.70165 -0.97324
H -1.56392 -2.35462 0.74762
H -2.06511 -1.11697 -0.37866
H -5.00910 -3.51113 -1.58722
H -5.02697 -5.12941 -1.63533
C -0.66259 1.78809 2.06784
C 0.55207 1.10069 1.50469
C 0.75232 1.42507 0.02420
O -0.20469 0.69248 -0.69550
C -0.44223 1.23172 -1.97170
N 1.72724 1.32043 2.37738
H -0.78695 1.55978 3.12867
H -1.60410 1.60218 1.54669
H -0.64111 2.88573 1.99503
H 0.35613 0.02362 1.56848
H 1.79146 1.27690 -0.29727
H 0.59027 2.50861 -0.09060
H -0.96540 2.19107 -1.92903
H -1.06985 0.54434 -2.54754
H 0.47579 1.26133 -2.57232
H 1.55834 2.21008 2.84721
H 2.52881 1.60866 1.81009
C 2.44014 -6.47194 -2.47868
C 1.87497 -5.55930 -1.38658
C 1.04030 -4.40528 -1.90686
O 1.81177 -3.48366 -2.64196
C 1.44982 -2.14235 -2.45093
N 1.09962 -6.31336 -0.40824
H 3.03629 -5.92707 -3.21422
H 1.63473 -6.84755 -3.11809
H 3.07939 -7.20765 -1.99334
H 2.80837 -5.21768 -0.91069
H 0.55084 -3.93438 -1.04211
H 0.20434 -4.73355 -2.53850
H 1.45406 -1.85174 -1.39464
H 0.41797 -1.96127 -2.77944
H 2.10522 -1.50414 -3.03816
H 0.86800 -5.74480 0.39935
H 1.72528 -7.03168 -0.05213
C -5.05261 -4.83599 -5.14578
C -3.77382 -5.22784 -4.39400
C -3.04260 -4.01861 -3.85015
O -2.76495 -3.06939 -4.86541
C -2.07513 -1.94012 -4.38616
N -4.16391 -6.09855 -3.26093
H -5.62536 -4.09531 -4.58635
H -5.65289 -5.67943 -5.47276
H -4.72633 -4.26456 -6.02102
H -3.11576 -5.83290 -5.02603
H -2.08868 -4.22951 -3.34913
H -3.69194 -3.54058 -3.10734
H -0.98851 -2.00067 -4.47611
H -2.32894 -1.79052 -3.32813
H -2.45506 -1.07789 -4.93571
H -4.70790 -6.88865 -3.59066
H -3.31009 -6.53616 -2.91308
C 0.08783 0.49477 -5.73347
C 1.23609 1.05521 -6.57124
C 2.27726 1.72665 -5.68746
O 1.79219 2.94224 -5.16846
C 2.76637 3.64772 -4.41749
N 1.83322 0.01685 -7.40426
H -0.71370 0.02472 -6.30178
H -0.21053 1.37516 -5.15009
H 0.42534 -0.29304 -5.05303
H 0.80734 1.83735 -7.20460
H 3.12771 1.93236 -6.35036
H 2.64619 1.04965 -4.90696
H 3.73392 3.69040 -4.92434
H 2.82665 3.23044 -3.41143
H 2.39822 4.67355 -4.39695
H 1.12524 -0.58188 -7.80482
H 2.47520 -0.59862 -6.92016
C 2.47997 -3.81078 7.39324
C 3.16065 -2.47574 7.08272
C 2.17930 -1.41664 6.62670
O 1.48758 -1.93020 5.48730
C 0.46434 -1.09499 4.98796
N 3.91970 -2.09502 8.29764
H 3.23677 -4.48611 7.78935
H 2.01199 -4.28434 6.52925
H 1.70126 -3.70252 8.15276
H 3.95155 -2.63310 6.34500
H 2.69582 -0.54552 6.21686
H 1.50174 -1.15231 7.44506
H 0.00786 -1.68756 4.19337
H 0.87020 -0.21096 4.47984
H -0.24852 -0.82776 5.76975
H 3.34347 -1.48119 8.87119
H 4.72019 -1.53104 8.03123
C -3.33376 2.39241 -4.22628
C -4.34051 1.98941 -5.29839
O -4.59075 3.15222 -6.07383
H -3.56866 3.28589 -3.64860
H -2.31574 2.50054 -4.60325
H -3.22140 1.62803 -3.44885
H -5.22594 1.55796 -4.82883
H -3.90963 1.23313 -5.95884
H -5.42661 3.11517 -6.54420
C -0.59854 5.14684 5.57581
C -0.71055 3.75049 4.97990
O -0.70712 2.77448 6.01935
H -1.47225 5.48526 6.12928
H -0.40246 5.83087 4.74088
H 0.29372 5.20335 6.19894
H 0.17354 3.62912 4.34889
H -1.56716 3.63552 4.31133
H -1.61060 2.68017 6.33684
C 3.20609 2.24527 5.46172
C 2.61411 2.76294 6.76476
O 1.70142 1.80590 7.27938
H 3.84526 3.00384 4.99022
H 2.42733 1.95790 4.75780
H 3.89424 1.41279 5.61223
H 2.17946 3.76341 6.64638
H 3.38850 2.97819 7.50753
H 0.80943 2.07304 7.00951
C 2.79628 4.99213 2.12517
C 4.14461 4.34041 1.93666
O 3.97217 3.07982 1.23848
H 2.14957 4.33230 2.72225
H 2.23443 5.10340 1.20089
H 2.81337 5.85861 2.78645
H 4.59999 3.99570 2.87119
H 4.82655 4.99875 1.39149
H 4.81453 2.62601 1.34197
C 4.76962 -2.57169 3.43921
C 3.70953 -1.47232 3.39727
O 3.67528 -0.91743 2.10003
H 4.46501 -3.41711 2.81155
H 5.00088 -3.02151 4.40103
H 5.64089 -2.18649 2.90117
H 3.92171 -0.74491 4.18887
H 2.76271 -1.95483 3.66813
H 2.93328 -0.29200 2.12818
*
```



> Number 1 is which compound?

C28H51N5O5S



> Among the records above, which one has the highest HOMO energy?

C28H51N5O5S



> Among the records above, which one has the highest HOMO energy?

C28H51N5O5S